A molecular structure, C38H38N4O6P2PbSTe. Source: OMol25; level of theory: wB97M-V/def2-TZVPD.

Electronic energy   -3683.1498 a.u.
Orbital gap   4.136 eV
2S+1   1
ΔE to the lowest compared entry with this formula, charge and spin   0.512 eV
LUMO   -2.407 eV

Atoms and positions in Å:
Pb -1.106 -0.933 -0.012
O -2.876 0.457 0.607
C -3.573 0.479 1.696
C -4.938 0.858 1.656
C -5.714 0.889 2.791
C -5.179 0.563 4.044
C -3.851 0.208 4.111
C -3.037 0.141 2.970
C -1.648 -0.213 3.189
N -0.776 -0.556 2.309
N 0.501 -0.797 2.817
C 1.375 -0.869 1.845
O 1.146 -0.742 0.595
C 2.797 -1.131 2.239
C 3.764 -1.205 1.241
C 5.090 -1.454 1.564
C 5.457 -1.637 2.890
C 4.493 -1.572 3.888
C 3.169 -1.321 3.566
H -5.346 1.113 0.686
H -6.756 1.175 2.712
H -5.789 0.597 4.936
H -3.406 -0.034 5.070
H -1.290 -0.186 4.220
H 3.451 -1.091 0.212
H 5.835 -1.518 0.781
H 6.490 -1.836 3.146
H 4.775 -1.721 4.923
H 2.408 -1.269 4.332
O -2.375 -0.780 -3.099
C -1.735 0.141 -3.114
C -0.992 1.305 -3.493
C -0.979 1.424 -4.892
C -0.338 2.508 -5.449
C 0.259 3.441 -4.611
C 0.237 3.300 -3.231
C -0.391 2.222 -2.621
P -0.348 1.968 -0.780
C 1.274 2.693 -0.396
C 2.377 1.846 -0.501
C 3.648 2.325 -0.223
C 3.823 3.643 0.172
C 2.727 4.488 0.286
C 1.454 4.016 0.003
C -1.568 3.183 -0.211
C -2.428 3.883 -1.048
C -3.419 4.697 -0.511
C -3.553 4.808 0.862
C -2.702 4.101 1.703
C -1.718 3.288 1.172
H -1.452 0.670 -5.508
H -0.303 2.618 -6.522
H 0.760 4.298 -5.044
H 0.730 4.033 -2.606
H 2.237 0.803 -0.757
H 4.496 1.656 -0.287
H 4.813 4.010 0.408
H 2.859 5.514 0.602
H 0.601 4.677 0.106
H -2.347 3.794 -2.124
H -4.088 5.233 -1.170
H -4.331 5.432 1.281
H -2.823 4.162 2.776
H -1.085 2.705 1.833
N -3.032 -4.635 0.043
C -3.731 -3.505 0.203
N -4.254 -3.251 1.420
S -3.887 -2.431 -1.076
H -2.771 -5.215 0.822
H -2.496 -4.717 -0.817
H -4.022 -3.809 2.224
H -4.676 -2.348 1.571
C 3.961 -4.644 -0.259
C 2.510 -4.575 0.155
O 1.679 -4.804 -1.001
P 0.495 -3.755 -1.294
O -0.149 -3.307 -0.016
Te -0.829 -4.618 -3.052
O 1.318 -2.430 -1.782
C 2.140 -2.487 -2.942
C 1.622 -1.514 -3.975
H 4.601 -4.403 0.591
H 4.162 -3.922 -1.053
H 4.224 -5.636 -0.625
H 2.272 -3.610 0.606
H 2.263 -5.353 0.879
H 2.165 -3.505 -3.336
H 3.152 -2.214 -2.628
H 0.635 -1.833 -4.321
H 2.298 -1.467 -4.831
H 1.564 -0.514 -3.538

Atom charges from the Löwdin analysis, given in e for atoms 1 to 2: Pb 1.3256; O -0.3225